A single C5H7NOS molecule at a distorted geometry. Source: the OMol25 dataset; level of theory: ωB97M-V/def2-TZVPD.

- HOMO energy (spin up / spin down): -0.29261 / -0.29575 hartree
- F_max: 3.74 eV/A
- Energy: -19668.01062 eV
- ΔE to the lowest compared entry with this formula, charge and spin: 3.592 eV
- Molecular weight: 129.184 g mol⁻¹
- Kohn-Sham gap (spin up / spin down): 6.695 / 7.020 eV

```
15
C5H7NOS ωB97M-V/def2-TZVPD
C -1.3287 1.0614 0.3185
C -0.1712 1.6960 0.5871
C -2.8637 -0.6040 -0.0642
C 1.3717 -0.3993 -0.0562
C 2.6909 -0.9669 -0.5092
N -1.5653 -0.1964 -0.0207
O -3.6997 -0.2363 0.7276
S 1.4787 1.1963 0.4019
H -2.2137 1.5631 0.6769
H -0.2581 2.7131 0.9456
H -3.1555 -1.2203 -0.9118
H 0.5625 -1.0412 -0.2803
H 2.6459 -1.4066 -1.4267
H 2.8590 -1.8814 0.0723
H 3.6473 -0.2776 -0.4609
```


7 unconnected molecules or ions with the total composition C31H46F6O23Si at a distorted geometry. Source: the OMol25 dataset; level of theory: ωB97M-V/def2-TZVPD.

- HOMO energy: -0.32749 hartree
- F_max: 2.04 eV/A
- Energy: -104168.93567 eV
- ΔE to the lowest compared entry with this formula, charge and spin: 0.000 eV
- Molecular weight: 928.760 g mol⁻¹
- SMILES: CCCCO[C@](CCO[Si](C)(C)C)(COC)OC=O.O=C1OC[C@@H](F)O1.O=C1OC[C@@H](F)O1.O=C1OC[C@@H](F)O1.O=C1OC[C@@H](F)O1.O=C1OC[C@@H](F)O1.O=C1OC[C@@H](F)O1
- Kohn-Sham gap: 9.115 eV

```
107
C31H46F6O23Si ωB97M-V/def2-TZVPD
C 3.5421 3.9191 0.7553
C 4.1679 2.7109 0.0588
C 3.1989 2.0685 -0.9449
C 2.4426 0.9497 -0.2477
O 1.4502 0.4551 -1.1504
C 0.8066 -0.7379 -0.8460
C -0.6641 -0.5845 -1.2905
C -1.1401 0.8585 -1.2458
O -2.5652 0.8532 -1.3569
Si -3.2968 2.0522 -0.4491
C -5.1135 2.2142 -0.8802
C -2.4353 3.7073 -0.8317
C -3.1769 1.7113 1.4011
C 0.8284 -1.1384 0.6224
O 0.1157 -0.2004 1.3928
C 0.3568 -0.3261 2.7776
O 1.3486 -1.8717 -1.5669
C 2.5030 -1.6355 -2.2508
O 2.5660 -1.4901 -3.4540
H 3.6034 4.8209 0.1521
H 4.0287 4.1072 1.7105
H 2.4882 3.7405 0.9691
H 5.1073 2.9850 -0.4122
H 4.4088 1.9703 0.8226
H 3.7851 1.6301 -1.7545
H 2.5093 2.7856 -1.3813
H 3.1653 0.1913 0.0506
H 1.9278 1.3929 0.6049
H -1.3303 -1.1983 -0.6934
H -0.7070 -0.8908 -2.3347
H -0.8489 1.3103 -0.2952
H -0.7195 1.4464 -2.0558
H -5.4675 3.2229 -0.6862
H -5.6501 1.5704 -0.1839
H -5.3485 1.8909 -1.8913
H -1.8882 3.6126 -1.7683
H -1.8017 4.0664 -0.0308
H -3.2329 4.4342 -0.9818
H -3.0729 2.6679 1.9007
H -2.3282 1.0698 1.6328
H -4.0931 1.2188 1.7181
H 0.3075 -2.0997 0.6778
H 1.8334 -1.3273 1.0087
H 0.7785 -1.2990 3.0356
H 1.0593 0.4366 3.1173
H -0.5817 -0.2243 3.3161
H 3.4097 -1.6780 -1.6263
C 7.5659 -1.5887 -1.2118
C 6.2332 -1.0510 -0.7528
O 6.5375 0.2859 -0.4072
C 7.5965 0.6701 -1.1845
O 7.9417 1.7880 -1.3413
O 8.1823 -0.4125 -1.7498
F 5.7636 -1.7012 0.3444
H 8.1556 -1.9616 -0.3726
H 7.4897 -2.3581 -1.9773
H 5.4600 -1.0517 -1.5230
C -7.1975 -0.8494 1.9666
C -8.6154 -0.4179 2.2506
O -8.4457 0.9287 2.6533
C -7.3208 1.4009 2.0379
O -7.0316 2.5429 1.9538
O -6.5933 0.3727 1.5309
F -9.1696 -1.1212 3.2708
H -6.6940 -1.2026 2.8650
H -7.1254 -1.6113 1.1966
H -9.2848 -0.4572 1.3896
C -2.2650 -2.8889 -4.1885
C -3.2897 -3.6859 -4.9604
O -4.4252 -2.8467 -4.9142
C -3.9772 -1.5564 -4.8089
O -4.6382 -0.5992 -5.0034
O -2.6651 -1.5449 -4.4670
F -3.5801 -4.8674 -4.3564
H -2.3326 -3.0765 -3.1158
H -1.2444 -3.0656 -4.5185
H -3.0252 -3.8778 -6.0018
C -3.1479 -3.4930 4.8598
C -4.3797 -4.3448 4.6532
O -5.1165 -3.5847 3.7120
C -4.2212 -2.8598 2.9787
O -4.4717 -2.3165 1.9603
O -3.0092 -2.8567 3.5849
F -5.1049 -4.4776 5.7885
H -3.3114 -2.7375 5.6293
H -2.2603 -4.0706 5.1024
H -4.1827 -5.3352 4.2396
C 9.0589 -4.4787 -5.3610
C 9.1014 -3.3257 -4.3856
O 10.0496 -3.7607 -3.4363
C 10.9143 -4.6075 -4.0791
O 11.9585 -4.9507 -3.6547
O 10.3940 -4.9829 -5.2749
F 7.9033 -3.1386 -3.7584
H 8.3559 -5.2486 -5.0393
H 8.8222 -4.1753 -6.3769
H 9.4251 -2.3770 -4.8152
C -2.6408 6.6971 4.6723
C -2.6168 5.2897 5.2226
O -2.6907 4.5045 4.0479
C -2.1368 5.2302 3.0345
O -1.8133 4.7881 1.9871
O -2.0046 6.5279 3.4019
F -3.6903 5.0276 6.0064
H -3.6624 7.0499 4.5262
H -2.0959 7.4095 5.2855
H -1.7081 5.0328 5.7701
```


12 unconnected molecules or ions with the total composition C6H35NO11. Source: the OMol25 dataset; level of theory: ωB97M-V/def2-TZVPD.

- HOMO energy: -0.34733 hartree
- F_max: 0.92 eV/A
- Energy: -30804.27468 eV
- ΔE to the lowest compared entry with this formula, charge and spin: 0.421 eV
- Molecular weight: 297.342 g mol⁻¹
- SMILES: C=CC[C@H](C)NC.O.O.O.O.O.O.O.O.O.O.O
- Kohn-Sham gap: 9.564 eV

```
53
C6H35NO11 ωB97M-V/def2-TZVPD
C 0.2156 -0.2666 2.9297
N 0.7433 -0.1181 1.5709
C -0.2969 0.0606 0.5441
C 0.3318 0.0287 -0.8552
C 1.3638 -1.0369 -1.0787
C 1.2755 -1.9604 -2.0260
C -1.1052 1.3458 0.6819
H -0.3757 -1.1839 2.9733
H 1.0422 -0.3992 3.6262
H -0.4171 0.5702 3.2436
H 1.4106 0.6550 1.5552
H -0.9663 -0.8012 0.6254
H -0.4661 -0.0687 -1.5972
H 0.7551 1.0052 -1.0949
H 2.2206 -1.0033 -0.4085
H 2.0427 -2.7031 -2.2143
H 0.4120 -1.9974 -2.6830
H -0.4574 2.2297 0.6980
H -1.7351 1.3441 1.5751
H -1.7820 1.4770 -0.1630
H 2.8795 2.4138 -0.1152
H 3.0644 1.3813 -1.2252
O 2.9948 2.3325 -1.0845
H 1.6177 2.9845 -1.9349
H 1.3406 3.5441 -3.3278
O 0.8900 3.3165 -2.5075
H -2.7097 -2.4815 0.4784
H -1.3643 -3.2548 0.5346
O -2.2471 -3.2536 0.1227
H -3.0955 -0.4852 -0.0730
H -4.1729 -1.0427 0.8787
O -3.2220 -0.9277 0.8014
H 0.7759 -3.3893 0.0131
H 0.5655 -2.2312 0.9747
O 0.4248 -3.1875 0.8902
H -0.2004 2.8578 2.6736
H 0.4465 3.3145 4.0074
O 0.5124 3.3866 3.0472
H -2.5186 0.6880 -2.1018
H -2.7490 -0.8730 -2.1191
O -3.0662 -0.0346 -1.7451
H 2.1917 -3.1386 1.8842
H 2.5861 -1.6854 2.0709
O 2.9355 -2.5797 2.1615
H -2.0281 -2.7805 -1.5147
H -2.6935 -3.0460 -2.8945
O -2.0823 -2.4554 -2.4451
H 3.5320 2.7275 2.0941
H 1.9970 2.9053 2.1449
O 2.7172 2.4309 1.6802
H -0.6136 2.3989 -2.6414
H -2.0690 2.8336 -2.9398
O -1.5218 2.0603 -2.7902
```


A molecular structure, C30H49AsO2ReS. Source: the OMol25 dataset; level of theory: ωB97M-V/def2-TZVPD.

- HOMO energy (spin up / spin down): -0.54595 / -0.54574 hartree
- ⟨S²⟩: 0.78
- F_max: 0.82 eV/A
- Energy: -109789.46346 eV
- 2S+1: 2
- Charge: +2
- ΔE to the lowest compared entry with this formula, charge and spin: 0.000 eV
- Molecular weight: 734.916 g mol⁻¹
- Kohn-Sham gap (spin up / spin down): 6.434 / 6.697 eV

```
84
C30H49AsO2ReS ωB97M-V/def2-TZVPD
Re 0.4540 -0.3091 0.1066
C 1.1593 -0.3937 2.1993
C 0.0614 0.5356 2.1641
C 0.5066 1.6455 1.2834
C 1.8375 1.3332 0.8764
C 2.2592 0.0899 1.4257
C 3.5731 -0.6379 1.2501
C 3.3278 -1.9436 0.4832
C 4.1249 -0.9586 2.6474
C 4.5664 0.2428 0.4934
C -0.1076 2.9971 0.9243
C 0.4973 3.5221 -0.3869
C 0.2771 4.0015 2.0261
C -1.6215 2.9447 0.7340
C -1.1517 0.3563 3.0899
C -0.8929 -0.8350 4.0290
C -1.2859 1.6026 3.9800
C -2.4751 0.0676 2.3740
H 1.1656 -1.3178 2.7504
H 2.4455 1.9559 0.2445
H 2.6554 -2.6129 1.0257
H 4.2707 -2.4743 0.3453
H 2.9179 -1.7524 -0.5154
H 3.4898 -1.6627 3.1858
H 4.2336 -0.0561 3.2498
H 5.1101 -1.4146 2.5504
H 4.2264 0.4558 -0.5227
H 5.5243 -0.2703 0.4145
H 4.7370 1.1874 1.0113
H 1.5529 3.7753 -0.2917
H -0.0201 4.4371 -0.6710
H 0.3722 2.8015 -1.1968
H 1.3598 4.0315 2.1580
H -0.1776 3.7845 2.9880
H -0.0456 4.9970 1.7199
H -1.8958 2.2170 -0.0385
H -1.9742 3.9203 0.4004
H -2.1575 2.7044 1.6458
H 0.0002 -0.6937 4.6388
H -0.8125 -1.7797 3.4850
H -1.7396 -0.9341 4.7066
H -0.3351 1.8793 4.4382
H -1.9870 1.3771 4.7831
H -1.6827 2.4599 3.4426
H -2.5103 -0.9632 2.0240
H -2.6744 0.7271 1.5346
H -3.2910 0.1907 3.0872
C 1.4843 -2.8135 -2.9541
C 2.0240 -1.4115 -3.1831
As 0.9367 0.0304 -2.4297
C -0.7807 -0.1488 -3.3604
C -0.6585 -0.1340 -4.8803
C 1.7519 1.6028 -3.2619
C 3.1372 1.9600 -2.7468
H 2.1236 -3.5386 -3.4566
H 0.4788 -2.9315 -3.3619
H 1.4597 -3.0794 -1.8967
H 2.0662 -1.1758 -4.2488
H 3.0386 -1.2910 -2.7990
H -1.4131 0.6719 -3.0132
H -1.2271 -1.0800 -3.0076
H -0.2802 0.8177 -5.2502
H -1.6424 -0.2861 -5.3233
H -0.0148 -0.9332 -5.2480
H 1.0575 2.4382 -3.1747
H 1.7928 1.3365 -4.3203
H 3.1171 2.2809 -1.7058
H 3.5405 2.7869 -3.3304
H 3.8353 1.1272 -2.8402
O -7.1277 -2.1882 -1.4827
C -6.4762 -2.7568 -0.4603
O -7.0459 -3.3345 0.4136
C -4.9717 -2.6156 -0.4324
C -4.2428 -3.6602 0.1258
C -2.8699 -3.5551 0.2532
C -2.2306 -2.3848 -0.1553
S -0.4961 -2.2916 0.1641
C -2.9567 -1.3394 -0.7211
C -4.3256 -1.4571 -0.8644
H -6.5362 -1.9099 -2.1908
H -4.7660 -4.5421 0.4694
H -2.2972 -4.3646 0.6875
H -2.4580 -0.4280 -1.0331
H -4.8950 -0.6321 -1.2744
```


A gas-phase ion, C3H6IN2 (charge +1) at a distorted geometry. Source: the OMol25 dataset; level of theory: ωB97M-V/def2-TZVPD.

- HOMO energy: -0.50092 hartree
- F_max: 7.24 eV/A
- Energy: -14278.97852 eV
- Charge: +1
- ΔE to the lowest compared entry with this formula, charge and spin: 3.135 eV
- Molecular weight: 196.999 g mol⁻¹
- SMILES: [H]/N=C1/[C@@H]([NH3+])[C@@H]1I
- Kohn-Sham gap: 8.736 eV

```
12
C3H6IN2 ωB97M-V/def2-TZVPD
C -0.5785 0.8420 0.9936
C 0.6366 0.2366 0.4715
C 0.1134 1.7286 0.1676
N -1.6524 0.3132 1.6147
N 0.2623 -0.8939 -0.5435
I 1.5170 3.1835 1.0149
H 1.5706 0.3017 1.0015
H -0.1538 1.9100 -0.8776
H -2.4564 0.9153 1.4791
H 0.5590 -0.7507 -1.5487
H -0.7267 -1.1980 -0.4091
H 0.6845 -1.7678 -0.1133
```


A molecular structure, C25H39CrN2O7P3SSi2Te at a distorted geometry. Source: the OMol25 dataset; level of theory: ωB97M-V/def2-TZVPD.

- HOMO energy (spin up / spin down): -0.05451 / -0.09699 hartree
- ⟨S²⟩: 4.09
- F_max: 4.11 eV/A
- Energy: -134051.78840 eV
- 2S+1: 4
- Charge: -1
- Molecular weight: 840.351 g mol⁻¹
- Kohn-Sham gap (spin up / spin down): 3.935 / 5.083 eV

```
81
C25H39CrN2O7P3SSi2Te ωB97M-V/def2-TZVPD
Cr -6.3436 -16.6476 -12.7110
O -9.1510 -18.6509 -15.3989
P -8.8308 -17.5622 -14.2778
O -10.0869 -17.1332 -13.5893
O -7.6505 -18.0912 -13.4552
O -8.1760 -16.2400 -15.1434
P -6.6700 -16.2550 -15.7382
O -6.6339 -17.6576 -16.5923
O -6.4141 -15.0746 -16.5803
O -5.6624 -16.4591 -14.5142
H -8.3438 -18.8519 -15.9356
H -7.0626 -17.4275 -17.4755
N -3.1540 -16.8501 -12.8789
P -4.0428 -15.4202 -12.3493
C -3.3286 -14.9126 -10.8091
C -2.5121 -13.7593 -10.6614
C -1.8098 -13.6594 -9.4568
C -1.9574 -14.5281 -8.4004
C -2.8556 -15.5804 -8.5507
C -3.5992 -15.6975 -9.6779
C -3.5601 -14.1414 -13.5975
C -3.8374 -12.7805 -13.4048
C -3.7683 -11.8486 -14.4623
C -3.2759 -12.2717 -15.6765
C -3.1929 -13.6519 -15.9460
C -3.2593 -14.5913 -14.9510
C -3.6689 -18.0972 -13.0670
C -2.8146 -19.0425 -13.6184
C -3.3114 -20.2970 -14.0035
C -4.6620 -20.5933 -13.5827
C -5.4715 -19.6412 -13.0161
N -4.9528 -18.3820 -12.6569
H -2.1526 -16.8378 -13.0184
H -2.2984 -13.1295 -11.5432
H -1.2504 -12.7213 -9.3539
H -1.4659 -14.3581 -7.4429
H -3.0365 -16.3919 -7.8470
H -4.2882 -16.5539 -9.6858
H -4.2334 -12.5017 -12.4020
H -3.9391 -10.8202 -14.2559
H -3.0838 -11.5197 -16.4124
H -3.0055 -13.9514 -16.9833
H -2.9868 -15.6727 -15.1675
H -1.8787 -18.6576 -14.0071
H -2.7078 -21.0554 -14.4517
H -5.1884 -21.5554 -13.8385
H -6.5426 -19.7945 -12.7929
C -9.3580 -11.6481 -14.1263
Si -8.9280 -11.5351 -12.2555
C -9.8599 -10.1187 -11.3548
C -7.0896 -11.5504 -12.2014
C -9.6024 -12.9697 -11.2323
Te -9.7985 -14.8197 -12.3488
C -11.1755 -15.8379 -11.0026
Si -12.9733 -15.5201 -11.4895
C -13.8754 -17.1840 -11.8268
C -13.0209 -14.4091 -13.0385
C -13.6606 -14.3777 -10.1006
H -8.5821 -11.1192 -14.7182
H -10.3798 -11.4515 -14.4137
H -9.1475 -12.7218 -14.3481
H -9.5262 -9.1546 -11.8524
H -9.5950 -10.1028 -10.3279
H -10.9316 -10.1174 -11.3013
H -6.4671 -10.6657 -12.4220
H -6.6669 -12.3520 -12.8454
H -6.8415 -11.8767 -11.1712
H -10.6248 -12.7789 -10.8452
H -8.9145 -13.2801 -10.3675
H -11.0518 -15.3306 -10.0106
H -10.9707 -16.9062 -10.8795
H -13.2163 -17.6764 -12.5721
H -14.9250 -17.1271 -12.0949
H -13.7922 -17.7320 -10.8958
H -12.5461 -14.9225 -13.8689
H -12.5623 -13.4200 -12.8453
H -14.0370 -14.1978 -13.3373
H -14.5416 -14.6958 -9.6181
H -13.8513 -13.4353 -10.6327
H -12.9145 -14.2699 -9.3141
S -7.6378 -15.4849 -11.2877
```


A molecular structure, C38H46P2RuSi at a distorted geometry. Source: the OMol25 dataset; level of theory: ωB97M-V/def2-TZVPD.

- HOMO energy (spin up / spin down): -0.39984 / -0.48598 hartree
- ⟨S²⟩: 6.03
- F_max: 6.09 eV/A
- Energy: -69164.50800 eV
- 2S+1: 5
- Charge: +2
- Molecular weight: 693.890 g mol⁻¹
- Kohn-Sham gap (spin up / spin down): 3.845 / 4.789 eV

```
88
C38H46P2RuSi ωB97M-V/def2-TZVPD
Ru 0.5809 -1.2644 -5.3413
C -2.1278 0.2750 -1.4119
C -2.9374 0.2577 -2.4978
C -3.4056 1.4552 -3.2591
C -2.3314 2.0621 -4.2345
C -0.9263 2.1614 -3.8392
C -0.3440 2.3638 -2.6274
C -1.1115 2.6822 -1.4104
C -1.7503 1.5368 -0.6155
C 2.1077 -0.4358 -4.0549
H -2.5108 -0.4320 -0.6438
H -3.2809 -0.7244 -2.8996
H -3.7043 2.3128 -2.6418
H -4.2768 1.1849 -3.8877
H -2.3567 1.4474 -5.1480
H -2.6491 3.0907 -4.4614
H -0.2019 1.8688 -4.6086
H 0.7347 2.2190 -2.5410
H -1.9345 3.3501 -1.7173
H -0.3806 3.1942 -0.7560
H -1.0943 1.1924 0.1947
H -2.5996 1.9580 -0.0138
H 2.8340 -1.2585 -4.0721
H 2.0690 0.1674 -3.0416
H 2.3288 0.2711 -4.8557
P -0.3981 -1.6378 -7.1340
P 1.0462 0.6590 -6.8081
C -1.4216 -0.1843 -7.3379
C -0.6750 0.9675 -7.2584
C -0.4667 -2.7441 -8.4665
C -1.5357 -2.5151 -9.3520
C -1.6184 -3.3748 -10.4434
C -0.6851 -4.3985 -10.6005
C 0.3625 -4.5946 -9.6926
C 0.4937 -3.7690 -8.5788
C -1.0618 -2.5713 -5.4726
C -0.2239 -3.1467 -4.4704
C -0.8788 -3.8660 -3.4335
C -2.2708 -4.0320 -3.4766
C -3.0261 -3.6118 -4.5866
C -2.4104 -2.9446 -5.6432
C 1.9635 0.8010 -8.5166
C 1.8431 -0.2826 -9.3971
C 2.4171 -0.2682 -10.6790
C 3.1807 0.8246 -11.1039
C 3.3444 1.8971 -10.2288
C 2.7344 1.8950 -8.9612
C 1.6533 2.3346 -6.1970
C 2.9508 2.4003 -5.6526
C 3.4517 3.5763 -5.0856
C 2.6733 4.7392 -5.0997
C 1.4199 4.7138 -5.6988
C 0.9319 3.5430 -6.3008
H -2.5039 -0.3138 -7.4690
H -1.0391 1.9402 -7.6237
H -2.2321 -1.6829 -9.1615
H -2.4301 -3.1973 -11.1354
H -0.7948 -5.0691 -11.4597
H 1.0803 -5.3888 -9.8311
H 1.2928 -3.8736 -7.8206
H 0.9033 -3.2443 -4.5645
H -0.2372 -4.2301 -2.6060
H -2.7898 -4.5656 -2.6801
H -4.0811 -3.8533 -4.6328
H -2.9402 -2.7435 -6.6031
H 1.3033 -1.1773 -9.0759
H 2.2694 -1.1130 -11.3475
H 3.6325 0.8253 -12.1037
H 3.9510 2.7398 -10.5554
H 2.9032 2.7668 -8.3310
H 3.5975 1.5234 -5.6379
H 4.4420 3.5863 -4.6393
H 3.0626 5.6547 -4.6523
H 0.8046 5.6178 -5.7036
H -0.0189 3.6009 -6.8198
C 1.7383 0.4303 -0.5151
Si 0.8306 -1.0625 -1.2610
C 2.1078 -2.4121 -1.5251
C -0.2913 -1.6937 0.0873
H 2.5958 0.7680 -1.1216
H 2.0942 -0.0068 0.4373
H 1.0637 1.2771 -0.3067
H 2.3171 -2.7424 -0.4900
H 1.7185 -3.2568 -2.1203
H 3.0274 -2.0273 -1.9967
H 0.4340 -2.0946 0.8155
H -0.8914 -0.8890 0.5370
H -0.9415 -2.4961 -0.2870
```


A molecular structure, C2H4LiMgO2 at a distorted geometry. Source: the OMol25 dataset; level of theory: ωB97M-V/def2-TZVPD.

- HOMO energy (spin up / spin down): -0.28285 / -0.28281 hartree
- ⟨S²⟩: 0.75
- F_max: 1.41 eV/A
- Energy: -11883.14372 eV
- 2S+1: 2
- ΔE to the lowest compared entry with this formula, charge and spin: 0.037 eV
- Molecular weight: 91.298 g mol⁻¹
- Kohn-Sham gap (spin up / spin down): 7.164 / 5.842 eV

```
10
C2H4LiMgO2 ωB97M-V/def2-TZVPD
O -0.8846 2.7438 -0.5209
C 0.1843 -1.3396 -0.8809
C 0.1498 -1.1852 0.4540
O 0.5462 -0.0836 1.0987
H -1.2989 3.1079 -1.3009
H 0.6420 -0.5923 -1.5367
H -0.2000 -2.2552 -1.3300
H -0.2435 -1.9999 1.0792
Mg 0.9760 0.1859 2.9656
Li 0.1288 1.4181 -0.0281
```